1.
{
  "formula": "C22H19IrN5O2S",
  "method": "the ωB97M-V functional and the def2-TZVPD basis",
  "elements": ["Ir", "C", "C", "O", "C", "C", "C", "N", "N", "C", "O", "C", "C", "C", "C", "C", "C", "H", "H", "H", "H", "H", "H", "H", "H", "H", "H", "H", "H", "N", "C", "C", "C", "C", "C", "C", "N", "C", "C", "C", "S", "C", "N", "H", "H", "H", "H", "H", "H", "H"],
  "positions_angstrom": [[0.762, -0.565, -0.312], [3.679, -3.597, 0.497], [2.337, -3.035, 0.145], [2.302, -1.933, -0.469], [1.165, -3.767, 0.440], [-0.128, -3.313, 0.275], [-1.272, -4.224, 0.577], [-0.424, -2.036, -0.135], [-1.777, -1.766, -0.200], [-1.976, -0.489, -0.381], [-0.995, 0.367, -0.390], [-3.349, 0.028, -0.565], [-4.449, -0.809, -0.393], [-5.727, -0.313, -0.578], [-5.915, 1.015, -0.939], [-4.821, 1.853, -1.099], [-3.539, 1.362, -0.909], [4.455, -2.860, 0.316], [3.887, -4.492, -0.092], [3.678, -3.890, 1.548], [1.292, -4.762, 0.839], [-0.907, -5.197, 0.893], [-1.902, -4.336, -0.305], [-1.903, -3.790, 1.353], [-4.290, -1.841, -0.111], [-6.581, -0.963, -0.441], [-6.916, 1.396, -1.094], [-4.968, 2.890, -1.372], [-2.677, 2.004, -1.027], [2.495, 3.232, -0.270], [2.279, 3.229, 1.104], [2.613, 4.137, 2.103], [2.241, 3.799, 3.387], [1.553, 2.606, 3.671], [1.229, 1.706, 2.680], [1.620, 2.030, 1.384], [1.443, 1.343, 0.190], [1.985, 2.080, -0.749], [1.956, 1.542, -2.086], [2.426, 1.980, -3.279], [2.083, 0.821, -4.486], [1.339, -0.183, -3.340], [1.327, 0.311, -2.134], [2.952, 3.953, -0.801], [3.131, 5.061, 1.886], [2.483, 4.471, 4.199], [1.267, 2.396, 4.693], [0.691, 0.790, 2.882], [2.954, 2.891, -3.509], [0.895, -1.133, -3.596]],
  "lowdin_charge": [1.469, 0.005, -0.424, -0.165, -0.008, -0.272, -0.023, -0.205, 0.068, -0.427, -0.187, -0.154, -0.026, -0.070, -0.075, -0.072, -0.026, 0.089, 0.100, 0.098, 0.119, 0.084, 0.094, 0.094, 0.110, 0.107, 0.107, 0.106, 0.110, 0.205, -0.162, -0.003, -0.063, -0.061, 0.002, -0.188, -0.007, -0.245, -0.277, -0.291, 1.128, -0.386, -0.108, 0.176, 0.118, 0.112, 0.112, 0.113, 0.092, 0.107],
  "total_charge": 1,
  "homo_lumo_gap_ev": [6.8, 6.8]
}

=====

2.
{
  "formula": "C16H40BrF2NNbO6S3",
  "method": "the ωB97M-V functional and the def2-TZVPD basis",
  "elements": ["C", "C", "S", "C", "Nb", "Br", "C", "N", "C", "F", "C", "C", "C", "F", "C", "C", "H", "H", "H", "H", "H", "H", "H", "H", "H", "H", "H", "H", "H", "H", "H", "H", "H", "H", "H", "H", "H", "H", "H", "H", "O", "S", "O", "O", "C", "C", "C", "H", "H", "H", "H", "H", "H", "H", "H", "O", "S", "O", "O", "C", "C", "C", "H", "H", "H", "H", "H", "H", "H", "H"],
  "positions_angstrom": [[2.814, 2.127, -2.499], [1.472, 1.415, -2.541], [0.812, 1.426, -4.224], [-0.999, 1.175, -4.006], [-1.670, -0.820, -3.122], [-3.489, -1.043, -5.058], [-0.232, -1.854, -4.570], [1.095, -2.173, -3.993], [-3.345, -0.007, -1.797], [-3.409, -0.616, -0.490], [-3.372, 1.489, -1.545], [-2.182, 1.987, -0.709], [-2.131, -2.929, -2.377], [-3.528, -3.137, -2.539], [-1.802, -3.328, -0.940], [-0.401, -2.957, -0.435], [3.347, 1.988, -3.436], [3.408, 1.703, -1.699], [2.716, 3.190, -2.309], [0.754, 1.854, -1.857], [1.610, 0.390, -2.212], [-1.334, 2.070, -3.479], [-1.399, 1.228, -5.013], [-0.392, -0.587, -1.860], [-0.692, -2.753, -4.978], [-0.140, -1.162, -5.408], [1.814, -1.802, -4.598], [1.210, -1.797, -3.063], [-4.294, -0.267, -2.268], [-3.465, 2.036, -2.479], [-4.281, 1.720, -0.983], [-1.326, 1.325, -0.785], [-1.880, 2.986, -1.012], [-2.477, 2.030, 0.334], [-1.634, -3.655, -3.019], [-1.879, -4.418, -0.884], [-2.541, -2.962, -0.237], [-0.470, -2.041, 0.143], [0.324, -2.806, -1.227], [-0.031, -3.722, 0.242], [4.780, 2.970, -0.033], [4.939, 2.690, 1.360], [3.797, 2.466, 2.190], [5.837, 3.842, 2.009], [5.426, 5.202, 1.773], [4.261, 5.617, 2.650], [6.081, 1.368, 1.575], [5.197, 5.336, 0.714], [6.304, 5.806, 1.998], [3.352, 5.081, 2.380], [4.074, 6.685, 2.540], [4.474, 5.400, 3.696], [6.966, 1.569, 0.979], [5.585, 0.463, 1.231], [6.326, 1.286, 2.631], [-0.911, -2.396, 3.962], [-1.901, -3.247, 4.543], [-2.302, -4.456, 3.894], [-3.193, -2.381, 4.884], [-3.777, -1.589, 3.821], [-4.590, -2.438, 2.867], [-1.449, -3.619, 6.205], [-2.999, -1.033, 3.296], [-4.413, -0.865, 4.327], [-3.948, -3.105, 2.293], [-5.135, -1.810, 2.163], [-5.298, -3.059, 3.419], [-1.189, -2.694, 6.712], [-0.590, -4.284, 6.160], [-2.285, -4.113, 6.692]],
  "lowdin_charge": [-0.188, -0.597, 0.716, -0.683, 1.528, -0.038, -0.496, -0.092, -0.457, -0.158, -0.297, -0.128, -0.450, -0.167, -0.285, -0.135, 0.052, 0.042, 0.066, 0.053, 0.027, -0.021, -0.039, -0.040, 0.005, 0.006, 0.034, -0.015, 0.040, 0.087, 0.094, 0.028, 0.062, 0.061, 0.071, 0.091, 0.077, 0.053, 0.034, 0.059, -0.271, 0.573, -0.265, -0.267, -0.259, -0.074, -0.120, 0.113, 0.118, 0.074, 0.079, 0.083, 0.073, 0.080, 0.073, -0.270, 0.560, -0.273, -0.272, -0.243, -0.067, -0.129, 0.117, 0.118, 0.069, 0.084, 0.081, 0.071, 0.073, 0.071],
  "total_charge": -1,
  "homo_lumo_gap_ev": 6.2
}

=====

E across the listed records, respectively: -1776.35163, -5164.95929 a.u..